[1]
Density functional theory data (wB97M-V/def2-TZVPD) for 2 unconnected molecules or ions with the total composition C4H8NO3 in a non-equilibrium geometry.

## Properties
Charge: -1
Relative energy (zero: lowest compared OMol25 entry of this formula, charge and spin): 12.6 kcal/mol
Frontier orbital gap: 8.1 eV
Maximum force: 0.041 hartree/bohr
E_tot: -11912.74730 eV

```
16
C4H8NO3 | the OMol25 dataset | wB97M-V/def2-TZVPD
C -1.7934 1.5850 -2.8463
C -1.4376 0.4225 -1.8131
O -0.4755 0.6235 -1.0502
O -2.1688 -0.5786 -1.9635
H -2.8536 1.8032 -2.6926
H -1.5652 1.2595 -3.8597
H -1.1633 2.4596 -2.6483
C 1.8158 -0.4425 2.7664
C 1.3557 -1.4255 1.7171
O 1.5414 -2.6377 1.8268
N 0.5945 -0.9335 0.7260
H 0.2287 -1.4915 -0.0300
H 0.1362 -0.0348 0.6780
H 1.3396 0.5307 2.6286
H 2.8968 -0.3589 2.7901
H 1.5487 -0.7810 3.7706
```

[2]
Density functional theory data (wB97M-V/def2-TZVPD) for a gas-phase ion, C4H11N2O (charge +1) in a non-equilibrium geometry.

## Properties
Charge: +1
Structure (SMILES): CN(C)C(=O)C[NH3+]
Relative energy (zero: lowest compared OMol25 entry of this formula, charge and spin): 49.2 kcal/mol
Frontier orbital gap: 10.2 eV
Maximum force: 0.096 hartree/bohr
E_tot: -9346.72398 eV

```
18
C4H11N2O | the OMol25 dataset | wB97M-V/def2-TZVPD
C -0.7992 2.0075 -0.5440
N -0.8061 0.7745 0.3144
C -1.6720 0.5349 1.4495
C 0.1621 -0.1773 0.2135
O 0.2147 -1.1811 0.9007
C 1.1725 -0.2236 -1.0068
N 1.5492 -1.6690 -1.0839
H -1.6929 1.7748 -1.2047
H 0.1075 2.2082 -0.9960
H -1.0961 2.8430 0.0514
H -2.3172 1.4699 1.6842
H -1.0787 0.5570 2.3469
H -2.0956 -0.4401 1.3112
H 2.0935 0.2089 -0.4941
H 1.1072 0.2361 -2.0842
H 1.3757 -1.9520 -0.0512
H 0.9651 -2.1829 -1.6867
H 2.5310 -1.8611 -1.3676
```

[3]
Density functional theory data (wB97M-V/def2-TZVPD) for 2 unconnected molecules or ions with the total composition C3H6N3 in a non-equilibrium geometry.

## Properties
Charge: +1
Relative energy (zero: lowest compared OMol25 entry of this formula, charge and spin): 74.3 kcal/mol
Frontier orbital gap: 10.5 eV
Maximum force: 0.101 hartree/bohr
E_tot: -7668.15409 eV

```
12
C3H6N3 | the OMol25 dataset | wB97M-V/def2-TZVPD
C 1.7156 -0.5251 0.4062
C 0.2408 0.9567 -0.3028
C -1.7761 -0.5386 0.0658
N 0.5144 -1.0036 0.5992
N 1.5606 0.7475 -0.1483
N -0.3604 -0.1348 0.1518
H 2.5712 -0.7973 0.9702
H -0.6151 2.2127 -1.0583
H -2.4945 0.1915 0.1999
H -1.8065 -0.8269 -0.9059
H -1.9007 -1.5524 0.5593
H 2.3508 1.2704 -0.5371
```

[4]
Density functional theory data (wB97M-V/def2-TZVPD) for 2 unconnected molecules or ions with the total composition C3H7F2N2 in a non-equilibrium geometry.

## Properties
Charge: +1
Relative energy (zero: lowest compared OMol25 entry of this formula, charge and spin): 18.8 kcal/mol
Frontier orbital gap: 11.5 eV
Maximum force: 0.085 hartree/bohr
E_tot: -11632.16115 eV

```
14
C3H7F2N2 | the OMol25 dataset | wB97M-V/def2-TZVPD
C -0.8364 0.5753 -0.2291
C 1.3266 -1.3677 0.5014
C 1.2370 0.0142 -0.0172
N -1.2449 1.3924 0.6874
N -1.5138 0.0655 -1.2080
F 1.6501 0.2329 -1.2504
F 1.6353 0.9919 0.7711
H 0.5498 -2.0153 0.0996
H 2.2924 -1.7864 0.1996
H 1.2703 -1.3586 1.5876
H -0.5983 1.7307 1.3884
H -2.1902 1.7665 0.7183
H -1.0868 -0.5442 -1.8890
H -2.4911 0.3028 -1.3597
```

[5]
Density functional theory data (wB97M-V/def2-TZVPD) for 6 unconnected molecules or ions with the total composition C18H40O10S4 in a non-equilibrium geometry.

## Properties
Charge: 0
Structure (SMILES): O=S1(=O)CCCC1.O=S1(=O)CCCC1.O=S1(=O)CCCC1.O=S1(=O)CCCC1.CO.CO
Frontier orbital gap: 10.2 eV
Maximum force: 0.088 hartree/bohr
E_tot: -83126.89991 eV

```
72
C18H40O10S4 | the OMol25 dataset | wB97M-V/def2-TZVPD
O -3.2705 2.9909 2.6103
S -2.3551 2.1768 3.4442
O -1.2216 1.4772 2.9450
C -1.8390 3.3152 4.9046
C -2.4801 2.6730 6.2335
C -3.7521 1.9712 5.8381
C -3.4409 1.1099 4.5420
H -2.2917 4.2827 4.6871
H -0.7600 3.4696 4.9053
H -1.7979 1.9115 6.6114
H -2.7228 3.4423 6.9665
H -4.5739 2.6567 5.6312
H -4.1311 1.3293 6.6334
H -4.2187 0.6710 3.9171
H -2.8918 0.1818 4.7002
O 1.4674 -4.2077 -5.6715
S 1.5911 -2.9788 -4.8789
O 2.7156 -2.1102 -5.0690
C 0.1532 -1.8866 -4.9906
C -0.0473 -1.2303 -3.6005
C 0.6850 -2.0967 -2.5651
C 1.3450 -3.3206 -3.0875
H -0.6675 -2.5604 -5.2370
H 0.2269 -1.2698 -5.8862
H 0.2916 -0.1954 -3.5542
H -1.1239 -1.2295 -3.4305
H 0.1951 -2.2271 -1.6002
H 1.5304 -1.4609 -2.3018
H 0.6558 -4.1640 -3.0431
H 2.3349 -3.5542 -2.6955
O 3.4240 -1.6170 -0.5858
S 4.3438 -2.7649 -0.7627
O 3.9136 -4.1511 -0.5341
C 4.8849 -2.6228 -2.5211
C 6.4147 -2.3389 -2.4493
C 6.8976 -2.8026 -1.0859
C 5.9662 -2.4160 0.0208
H 4.3909 -1.7401 -2.9273
H 4.5711 -3.5221 -3.0511
H 6.9426 -2.8036 -3.2820
H 6.6166 -1.2833 -2.6313
H 7.7778 -2.2301 -0.7934
H 7.0426 -3.8827 -1.0615
H 6.0543 -1.3470 0.2145
H 6.0856 -2.8927 0.9937
O -2.4100 -2.0318 -0.8593
S -2.8870 -1.1752 0.2357
O -2.5638 -1.4572 1.6082
C -2.3549 0.5201 -0.1502
C -3.6971 1.2448 -0.5044
C -4.7923 0.6992 0.3655
C -4.7299 -0.8074 0.1491
H -1.5682 0.3682 -0.8892
H -1.7990 0.9457 0.6853
H -3.6412 2.3287 -0.4031
H -3.9486 0.9527 -1.5240
H -5.7914 1.0877 0.1676
H -4.5943 0.8389 1.4282
H -4.9240 -0.9285 -0.9166
H -5.2439 -1.5845 0.7147
C 1.0497 1.6298 0.0408
O 1.5370 0.8874 -1.0796
H 1.8735 2.2796 0.3360
H 0.2097 2.2889 -0.1787
H 0.8245 0.9604 0.8710
H 2.2673 0.3008 -0.8693
C -1.0683 5.0655 0.4231
O -1.6959 5.2513 1.7018
H -0.9697 4.0204 0.1295
H -1.6360 5.5219 -0.3877
H -0.0650 5.4884 0.4746
H -2.3136 4.5522 1.9286
```

[6]
Density functional theory data (wB97M-V/def2-TZVPD) for a molecular structure, C24H27N4O6SW in a non-equilibrium geometry.

## Properties
Charge: +3
Relative energy (zero: lowest compared OMol25 entry of this formula, charge and spin): 45.9 kcal/mol
Frontier orbital gap: 5.6 eV
Maximum force: 0.036 hartree/bohr
E_tot: -56200.59575 eV

```
63
C24H27N4O6SW | the OMol25 dataset | wB97M-V/def2-TZVPD
W 0.8043 0.6392 -0.7630
O 2.7415 0.6165 -1.2239
N 3.4392 1.2254 -0.2677
N 2.9347 0.9835 0.8526
O 1.8075 0.1967 0.8788
C 3.4782 1.5024 2.0797
C 4.8121 1.8960 2.0880
C 5.3078 2.4224 3.2639
C 4.4870 2.5314 4.3835
C 3.1608 2.1164 4.3441
C 2.6349 1.5902 3.1785
H 5.4386 1.7886 1.2132
H 6.3407 2.7378 3.3117
H 4.8910 2.9395 5.3004
H 2.5367 2.2054 5.2223
H 1.6058 1.2668 3.1212
C -6.4555 2.0480 2.7406
C -5.3102 1.5731 1.9014
C -5.5369 0.9963 0.6482
C -4.4940 0.5554 -0.1374
C -3.1899 0.7147 0.3587
C -2.9215 1.2908 1.6149
C -3.9916 1.7078 2.3687
S -1.9593 0.1872 -0.6540
O -2.3703 -0.8144 -1.5710
O -0.7235 -0.2642 0.2110
N -1.1416 1.3771 -1.4582
C -1.2801 2.8244 -1.0643
C 0.0308 2.7334 -0.3498
O 0.1228 2.1602 0.7499
O 1.1105 2.5532 -1.1375
H -7.4095 1.6834 2.3682
H -6.4836 3.1407 2.7369
H -6.3351 1.7330 3.7772
H -6.5520 0.8810 0.2906
H -4.6747 0.0943 -1.0989
H -1.9116 1.3813 1.9877
H -3.8192 2.1387 3.3469
H -2.1152 3.0230 -0.3996
H -1.2857 3.4554 -1.9449
C 1.5534 -5.0180 -1.9626
N 1.2032 -4.0542 -0.8615
C 2.4134 -3.2936 -0.4158
C 0.0198 -3.1636 -1.1981
C 0.2712 -2.2020 -2.3294
C 0.0365 -2.5918 -3.6282
C 0.2076 -1.7103 -4.7126
C 0.6190 -0.4056 -4.5134
C 0.8321 0.0032 -3.2048
C 0.6898 -0.8722 -2.1229
H 2.3389 -5.6741 -1.5976
H 1.9090 -4.4491 -2.8164
H 0.6686 -5.5962 -2.2161
H 0.8959 -4.6199 -0.0683
H 2.8358 -2.7850 -1.2787
H 3.1322 -4.0014 -0.0120
H 2.1179 -2.5835 0.3519
H -0.2395 -2.6406 -0.2803
H -0.7925 -3.8425 -1.4509
H -0.3160 -3.5978 -3.8260
H -0.0077 -2.0552 -5.7165
H 0.7445 0.2799 -5.3396
H 1.1432 1.0420 -3.0691
```